Density functional theory data (wB97M-V/def2-TZVPD) for a molecular structure, C42H52AsN3ReSi3.

Summary:
F_max ... 0.7 eV/Å
Electronic energy ... -4977.98137 Ha
Orbital gap (alpha / beta) ... 6.538 / 6.322 eV
Spin multiplicity ... 2
Energy above the lowest of the compared OMol25 structures with the same formula, charge and spin ... 0.442 eV
Lowest unoccupied orbital energy (alpha / beta) ... -6.384 / -6.734 eV
Net charge ... +2

Last column: Mulliken charge in e.
Atoms and positions in Å:
Re1 0.1727 -0.5396 -0.3582  1.65
As1 -0.8287 1.7625 -1.1281  1.18
Si1 0.8789 -2.8540 2.1096  0.90
Si2 -2.0933 -2.0794 1.8615  0.00
Si3 -0.1233 0.0160 2.8600  -1.14
N1 1.3462 0.9480 0.7829  1.54
N2 2.1657 -1.1675 -0.8062  1.06
N3 6.2300 -1.6543 -1.6938  -0.42
C1 1.1145 -4.0075 0.6480  -0.81
C2 0.6744 1.5695 -3.7130  0.14
C3 4.9354 -1.4982 -1.4091  0.60
C4 -3.4161 -0.9948 1.0735  -0.94
C5 3.1527 -1.0345 0.1233  -0.04
C6 -4.9971 2.4608 -1.0303  -0.91
C7 4.4861 -1.1947 -0.1132  -1.04
C8 3.9343 -1.6408 -2.3897  -1.39
C9 -3.7046 2.2816 -0.5591  -0.65
C10 3.0286 2.6461 0.7297  -1.19
C11 2.6215 -1.4856 -2.0570  -0.58
C12 1.1143 5.4656 -1.0754  -0.90
C13 2.5894 -2.3888 2.7933  -1.47
C14 -0.3035 -1.4982 -2.4537  -1.48
C15 -2.9425 1.9482 -2.8489  0.80
C16 -1.4937 -1.2433 -1.7034  0.20
C17 0.2109 5.1420 1.1271  -0.88
C18 -2.6975 2.0202 -1.4723  0.32
C19 0.5977 4.2409 -1.4734  -0.31
C20 0.2342 -3.8016 3.5957  -1.44
C21 2.0796 1.9615 2.8054  -0.84
C22 -1.7548 1.6309 -5.0902  -0.64
C23 -5.2619 2.3682 -2.3916  -0.99
C24 1.2686 1.0586 2.1280  0.15
C25 -0.1009 3.4589 -0.5583  0.69
C26 2.2035 1.7335 0.1119  0.20
C27 -1.5655 1.2213 2.8162  -0.15
C28 -0.5264 1.6951 -3.0286  -0.73
C29 -1.7499 1.7448 -3.7038  0.61
C30 0.6554 1.4684 -5.0966  -0.72
C31 -1.3417 -3.5204 -2.1236  -1.14
C32 -0.3048 3.9142 0.7399  -0.45
C33 -2.5843 -2.1206 3.6800  -1.21
C34 2.9689 2.7630 2.1096  -1.04
C35 0.2898 -0.3671 4.6354  -1.21
C36 -2.1204 -2.5433 -1.5362  -0.80
C37 0.9258 5.9144 0.2230  -0.66
C38 -4.2459 2.1146 -3.3010  -0.97
C39 -2.3257 -3.8643 1.3274  -1.12
C40 -0.2788 -1.3669 1.5940  0.75
C41 -0.5585 1.4897 -5.7759  -1.18
C42 -0.2224 -2.9004 -2.6806  -0.88
H1 6.5351 -1.9008 -2.6198  0.22
H2 4.1894 -1.9080 -3.4055  0.42
H3 3.3971 -2.5982 2.0948  0.41
H4 2.7500 -3.0338 3.6578  0.60
H5 -2.4630 0.8737 3.3189  0.68
H6 0.9513 -4.6145 3.7373  0.44
H7 -0.4590 -1.0147 5.0856  0.46
H8 2.2351 1.5987 -0.9643  -0.13
H9 1.6265 1.5555 -3.1905  0.36
H10 5.1812 -1.0939 0.7083  0.48
H11 -0.8581 3.3288 1.4560  0.32
H12 -1.5368 -4.5804 -2.1309  0.50
H13 -6.2727 2.5058 -2.7486  0.43
H14 -3.4994 2.3518 0.5017  0.46
H15 -4.2287 -1.6006 0.6705  0.57
H16 -0.5703 1.4110 -6.8541  0.45
H17 1.8801 -1.6582 -2.8085  0.49
H18 0.2838 -3.1856 4.4924  0.36
H19 2.8262 -0.7976 1.1185  0.00
H20 -2.0450 -4.0915 0.3076  0.18
H21 -3.8584 -0.3448 1.8286  0.51
H22 -5.7981 2.6764 -0.3370  0.49
H23 -3.0595 -0.3612 0.2680  0.13
H24 1.3197 6.8749 0.5251  0.44
H25 2.1555 -4.3234 0.5671  0.47
H26 -1.2582 2.1523 3.2973  0.56
H27 0.8326 -3.5431 -0.2987  -0.08
H28 0.5598 -3.4048 -3.2298  0.51
H29 0.5076 -4.9071 0.7508  0.44
H30 -2.1521 -0.4077 -1.9068  0.57
H31 3.6044 3.4670 2.6297  0.52
H32 1.6541 6.0750 -1.7874  0.49
H33 1.5823 1.3856 -5.6476  0.51
H34 -2.6849 1.6620 -5.6402  0.48
H35 -1.8019 -4.5747 1.9602  0.38
H36 3.6952 3.2550 0.1364  0.58
H37 -2.0866 -2.8977 4.2547  0.39
H38 -1.8435 1.4359 1.7828  -0.83
H39 0.1943 -0.7528 -3.0544  1.23
H40 0.7392 3.9105 -2.4938  0.38
H41 -3.0637 -2.6906 -1.0413  1.12
H42 2.0118 2.0245 3.8829  0.56
H43 -3.6528 -2.3516 3.6915  0.49
H44 0.0459 5.4997 2.1345  0.48
H45 2.7040 -1.3654 3.1548  0.30
H46 6.9334 -1.5926 -0.9777  0.23
H47 1.2611 -0.8400 4.7648  0.32
H48 -4.4733 2.0666 -4.3570  0.45
H49 -0.7507 -4.2490 3.5439  0.41
H50 -3.3937 -4.0745 1.4363  0.48
H51 -2.4707 -1.1864 4.2206  0.31
H52 0.2875 0.5615 5.2103  0.53



Density functional theory data (wB97M-V/def2-TZVPD) for a molecular structure, C42H52BIrN8O6 at a distorted geometry.

Summary:
F_max ... 2.9 eV/Å
Electronic energy ... -2650.23824 Ha
Orbital gap (alpha / beta) ... 5.272 / 7.525 eV
Spin multiplicity ... 5
Energy above the lowest of the compared OMol25 structures with the same formula, charge and spin ... 0.003 eV
Lowest unoccupied orbital energy (alpha / beta) ... 0.479 / -0.395 eV
Net charge ... 0

Last column: Mulliken charge in e.
Atoms and positions in Å:
Ir1 0.6931 -1.5264 0.5261  0.25
O1 -0.0971 -2.5509 -3.4503  -0.58
O2 -0.6921 -0.4050 -4.5443  -0.61
O3 -1.9559 -0.9971 -2.6934  -0.49
O4 -2.7085 -0.7481 6.6139  -0.50
O5 -1.5823 -6.0673 5.3129  -0.55
O6 0.6271 -4.2828 -2.2530  -0.52
N1 -0.2671 -3.1696 1.4117  -0.05
N2 -0.6992 -0.6139 2.1281  -0.12
N3 2.1023 -1.2633 2.8227  0.60
N4 5.0333 -1.3220 4.6238  -0.75
N5 3.6741 -1.2729 4.2127  0.75
N6 1.5159 -0.0290 -0.3708  1.35
N7 3.3511 -1.6094 2.9394  -0.88
N8 2.7303 -0.5510 4.8106  -0.85
C1 -3.0379 2.3568 -4.7430  -0.69
C2 2.4314 -0.1192 -2.7119  -0.85
C3 -1.1358 0.6417 2.3380  -0.29
C4 -2.4952 0.4976 5.9275  -0.60
C5 1.5964 3.6252 2.8417  -1.87
C6 -3.7933 2.0650 -3.5619  0.49
C7 -1.9681 1.5824 -5.1768  -1.51
C8 -1.2418 -4.0320 3.3939  -0.26
C9 3.6526 -0.2867 -3.6018  0.34
C10 2.7400 -0.1766 -1.2582  2.89
C11 -1.0884 -6.5185 4.0347  -0.75
C12 1.0716 1.2965 -0.1463  -1.20
C13 -1.9757 0.1301 4.5619  0.09
C14 -0.9615 -5.3615 3.1141  0.74
C15 -1.5997 3.7433 -1.0966  -0.97
C16 0.1733 3.7288 0.7564  -1.84
C17 3.3816 -1.5056 -0.9146  -2.14
C18 1.1708 3.0922 1.4935  0.48
C19 -1.6984 1.0419 3.5720  -1.17
C20 1.6349 1.8754 1.0054  0.65
C21 4.5937 0.8335 -3.2874  -1.15
C22 -1.7993 -1.2042 4.2040  -0.48
C23 -5.4974 2.8243 -1.8049  -1.57
C24 -6.1315 2.3515 -4.0692  -2.06
C25 -0.1581 -3.3816 -2.4071  0.07
C26 -5.0387 2.9788 -3.2852  2.13
C27 -0.4052 3.1271 -0.4005  0.89
C28 -0.3953 -5.5551 1.8034  -1.08
C29 -0.1036 -4.5222 0.9900  -0.38
C30 -0.9318 -2.9254 2.5767  0.90
C31 4.5999 -1.6936 -1.7382  0.34
C32 0.1182 1.9140 -0.9306  -0.24
C33 1.7312 -0.6177 3.9828  -0.14
C34 -4.8526 4.4420 -3.6071  -1.73
C35 3.7533 0.9012 -0.8663  -1.95
C36 5.6119 -0.6081 -1.4866  -1.65
C37 5.0269 0.7146 -1.7942  0.48
C38 -1.1379 -1.6006 3.0396  -0.23
C39 -2.4562 0.1874 -3.2643  -0.19
C40 -1.6956 0.5283 -4.3550  1.19
C41 4.3170 -1.5955 -3.2496  -1.54
C42 -3.4904 0.9628 -2.8250  -0.47
B1 -0.9382 -1.3585 -3.5741  1.10
H1 -1.4572 3.7028 -2.2311  0.22
H2 -7.0776 2.7991 -3.8254  0.53
H3 -1.9217 2.0687 3.6955  0.58
H4 -0.9392 -5.3499 5.5607  0.33
H5 -1.0526 -3.2142 -1.7731  0.51
H6 -2.4898 3.0827 -0.9428  0.04
H7 3.6328 -2.4116 -3.5327  0.38
H8 1.8174 -0.9805 -2.9250  -0.58
H9 5.1325 -2.1861 5.1816  0.27
H10 -0.8807 1.3918 1.5618  0.40
H11 5.2464 -0.5180 5.1817  0.29
H12 -4.0659 0.7006 -1.9859  0.51
H13 -4.8204 3.2796 -1.1054  0.32
H14 -6.4664 3.3864 -1.8703  0.50
H15 -0.1851 4.6913 0.9756  0.50
H16 5.8191 1.4450 -1.5221  0.26
H17 3.2891 -0.2236 -4.6441  0.38
H18 1.5817 2.8698 3.6067  0.34
H19 0.8147 -0.0719 4.1912  0.58
H20 -5.9648 2.3953 -5.1044  0.42
H21 -4.5283 4.7074 -4.5999  0.48
H22 5.8225 -0.7245 -0.4242  0.48
H23 -2.1302 -1.9471 4.9042  0.58
H24 -3.3652 3.2468 -5.1736  0.48
H25 4.0048 0.9165 0.1832  0.46
H26 -0.1945 -7.1156 4.2135  0.28
H27 4.0233 1.8425 -3.3359  0.44
H28 -5.7771 4.9947 -3.5020  0.42
H29 1.8810 0.8103 -2.9075  0.48
H30 -1.6099 -3.7359 4.4043  0.15
H31 -1.8468 -7.2798 3.7203  0.31
H32 -4.0948 4.9249 -2.9826  0.27
H33 -3.4398 1.0216 5.8853  0.30
H34 -1.8688 4.6916 -0.6543  0.41
H35 -1.3479 1.8645 -6.0818  0.35
H36 5.2988 -1.7234 -3.7414  0.63
H37 5.5070 0.8521 -3.9792  0.39
H38 -5.7247 1.7408 -1.5139  0.31
H39 -6.2102 1.3165 -3.7979  0.44
H40 -2.8386 -0.5878 7.5406  0.30
H41 0.3769 -4.6719 -0.0074  0.28
H42 -1.8371 1.1464 6.4514  0.36
H43 3.7110 -1.6342 0.0794  0.09
H44 6.4803 -0.8297 -2.0858  0.65
H45 0.9199 4.3922 3.1240  0.43
H46 -0.2970 1.3745 -1.7827  -0.08
H47 2.2710 1.2511 1.5911  0.28
H48 5.0097 -2.6866 -1.7000  0.50
H49 -0.2683 -6.5601 1.4005  0.38
H50 2.6423 3.9859 2.8142  0.38
H51 2.6706 -2.3312 -1.0833  0.76
H52 3.4457 1.9186 -1.0201  0.42



Among the records above, which one has the highest electronic energy?
C42H52BIrN8O6